w) 25
Properties=species:S:1:pos:R:3:lowdin_charge:R:1 method="wB97M-V/def2-TZVPD" lumo_ev=0.54 homo_ev=-6.75 homo_lumo_gap_ev=7.2886
C -0.08 -0.17 -0.50 -0.350
C 0.12 0.89 0.46 -0.058
C -2.92 0.61 0.81 -0.352
C 2.07 -0.72 1.23 -0.041
C -0.58 -1.53 -0.11 -0.028
C -0.03 0.10 -1.98 -0.026
N 1.51 0.20 0.24 -0.239
N 2.53 0.93 -0.43 0.082
O -2.08 0.89 -0.24 -0.372
H 2.31 1.92 -0.44 0.092
H 2.60 0.61 -1.39 0.086
H 0.12 1.91 0.10 0.129
H -0.24 0.74 1.47 0.119
H -3.43 -0.38 0.74 0.052
H -3.74 1.35 0.93 0.055
H -2.42 0.60 1.81 0.047
H 2.67 -1.48 0.72 0.092
H 1.27 -1.20 1.79 0.080
H 2.70 -0.17 1.92 0.089
H 0.08 -2.32 -0.46 0.092
H -1.07 0.23 -2.27 0.096
H -0.75 -1.62 0.96 0.085
H -1.55 -1.66 -0.60 0.099
H 0.50 1.02 -2.23 0.080
H 0.40 -0.74 -2.53 0.091

=====

x) 25
Properties=species:S:1:pos:R:3:lowdin_charge:R:1 method="wB97M-V/def2-TZVPD" lumo_ev=0.92 homo_ev=-9.17 smiles="CC(=O)C(N)N.CCC" homo_lumo_gap_ev=10.0957
C -1.94 0.03 -0.09 -0.429
C 0.01 -0.84 -1.75 -0.024
C -0.52 0.33 -0.97 -0.417
N -2.91 -0.47 -1.01 0.033
N -2.46 1.26 0.43 0.034
O -0.35 1.49 -1.35 0.027
H -1.75 -0.69 0.72 0.131
H -3.81 -0.50 -0.53 0.079
H -3.04 0.22 -1.74 0.082
H -2.07 1.45 1.34 0.072
H -2.13 2.02 -0.18 0.073
H -0.45 -0.86 -2.74 0.094
H 1.09 -0.74 -1.85 0.075
H -0.20 -1.78 -1.23 0.082
C 1.37 0.22 1.13 -0.317
C 2.52 0.83 0.34 -0.110
C 1.63 -1.22 1.53 -0.122
H 1.18 0.83 2.01 0.106
H 0.26 0.25 0.63 0.093
H 3.42 0.93 0.96 0.079
H 0.76 -1.65 2.02 0.070
H 2.25 1.82 -0.03 0.075
H 2.79 0.20 -0.51 0.067
H 2.47 -1.29 2.23 0.075
H 1.88 -1.83 0.65 0.070

=====

x) wins, 3.728 eV ahead of the next structure.

=====

w) 25
Properties=species:S:1:pos:R:3:lowdin_charge:R:1 method="wB97M-V/def2-TZVPD" lumo_ev=0.79 homo_ev=-7.41 homo_lumo_gap_ev=8.1971
C -1.40 0.28 -0.02 -0.279
C 0.79 -0.14 2.09 -0.117
C -1.99 1.26 -1.00 -0.099
C -2.05 -1.09 -0.07 -0.087
N 1.04 -0.53 0.71 -0.182
H 0.70 -1.48 0.53 0.123
H -1.44 0.69 0.99 0.095
H -0.25 -0.11 2.40 0.063
H 1.35 -0.82 2.74 0.090
H 1.16 0.87 2.26 0.083
H -1.49 2.22 -0.93 0.080
H -1.64 -1.77 0.67 0.068
H -1.93 0.88 -2.02 0.073
H -3.06 1.42 -0.80 0.082
H -1.92 -1.55 -1.06 0.072
H -3.13 -1.03 0.10 0.088
C 0.69 -0.19 -1.61 -0.103
N 0.46 0.37 -0.27 -0.177
C 3.04 0.43 0.31 -0.244
O 3.68 -0.29 -0.40 -0.078
H 1.83 1.06 -0.15 0.156
H 3.27 0.47 1.40 0.061
H 0.41 0.56 -2.34 0.085
H 1.75 -0.40 -1.75 0.069
H 0.15 -1.13 -1.78 0.078

=====

x) 25
Properties=species:S:1:pos:R:3:lowdin_charge:R:1 method="wB97M-V/def2-TZVPD" lumo_ev=0.83 homo_ev=-8.88 smiles="CN[C@](C)(N)O.C=CC" homo_lumo_gap_ev=9.7095
C 0.40 -1.73 0.29 -0.708
C -0.06 -1.82 -1.16 -0.009
C 2.39 -0.63 1.41 -0.124
N 1.26 -0.54 0.51 -0.064
N -0.69 -1.43 1.17 0.073
O 1.05 -2.96 0.59 -0.015
H 1.22 -2.99 1.54 0.086
H 1.59 -0.21 -0.39 0.106
H -1.39 -2.17 1.16 0.092
H -0.13 -0.90 1.94 0.129
H -0.79 -2.62 -1.25 0.084
H -0.52 -0.88 -1.45 0.065
H 0.79 -2.03 -1.80 0.084
H 3.15 -1.37 1.12 0.081
H 2.02 -0.88 2.41 0.072
H 2.87 0.35 1.45 0.081
C -1.22 3.54 -1.30 -0.122
C -1.11 2.28 -0.50 -0.252
C -2.02 1.32 -0.48 -0.025
H -0.23 2.19 0.11 0.083
H -2.13 3.55 -1.89 0.069
H -1.23 4.41 -0.63 0.071
H -0.36 3.65 -1.96 0.068
H -2.93 1.38 -1.07 0.054
H -1.93 0.47 0.18 0.022

=====

x) wins, 3.476 eV ahead of the next structure.

=====

w) 9
Properties=species:S:1:pos:R:3:lowdin_charge:R:1 method="wB97M-V/def2-TZVPD" lumo_ev="-1.20 / -1.02" homo_ev="-7.18 / -8.33" homo_lumo_gap_ev="5.9790 / 7.3166"
C 2.64 -0.08 0.32 -0.868
C 0.84 0.81 0.05 -0.070
C -0.28 -0.19 -0.09 -0.233
P 4.20 0.84 0.38 0.481
P 3.79 -0.73 -0.89 0.480
H 0.71 1.49 0.79 -0.022
H -0.04 -1.21 -0.70 0.109
H -1.29 0.17 -0.57 0.093
H -0.57 -0.48 0.90 0.030

=====

x) 9
Properties=species:S:1:pos:R:3:lowdin_charge:R:1 method="wB97M-V/def2-TZVPD" lumo_ev=-1.08 homo_ev=-8.33 homo_lumo_gap_ev=7.2479
C 2.06 -0.89 0.52 -0.825
C 1.03 -0.12 0.66 -0.289
C -0.16 -0.11 -0.31 -0.095
P 4.04 -1.22 1.29 0.460
P 3.05 -2.15 -0.32 0.470
H 1.02 0.51 1.62 0.114
H -0.18 0.71 -0.87 0.016
H -1.12 -0.10 0.17 0.054
H -0.17 -1.15 -0.76 0.095

=====

x) wins, 3.548 eV ahead of the next structure.

=====

w) 16
Properties=species:S:1:pos:R:3:lowdin_charge:R:1 method="wB97M-V/def2-TZVPD" lumo_ev=3.92 total_charge=-1 homo_ev=-3.26 homo_lumo_gap_ev=7.1800
O -2.91 0.21 1.15 -0.018
C -1.88 0.81 0.87 -0.291
C -0.78 0.34 0.01 -0.232
C 0.60 0.32 0.62 -0.186
C 1.65 0.68 -0.63 -0.519
O 1.08 1.38 -1.58 -0.313
H -1.76 1.86 1.25 0.118
H -0.63 1.13 -0.77 0.110
H -1.10 -0.50 -0.60 0.091
H 0.69 1.06 1.41 0.081
H 0.92 -0.66 1.01 0.077
H 2.44 1.19 -0.04 0.069
H 1.98 -0.35 -0.91 0.065
H 0.67 -2.49 -0.46 0.017
H -0.81 -2.15 -0.55 0.001
O -0.17 -2.83 -0.78 -0.069

=====

x) 16
Properties=species:S:1:pos:R:3:lowdin_charge:R:1 method="wB97M-V/def2-TZVPD" lumo_ev=4.11 total_charge=-1 homo_ev=-4.47 homo_lumo_gap_ev=8.5791
C 0.78 1.51 -0.59 -0.293
C -0.32 1.71 -1.75 -0.078
O -0.18 1.07 0.31 -0.176
H 1.65 0.92 -0.80 0.099
H 1.03 2.59 -0.24 0.109
H -0.08 2.68 -2.06 0.023
H 0.33 0.38 0.87 0.047
H -1.29 1.56 -1.38 0.046
H -0.11 0.92 -2.44 0.048
C -0.95 -2.07 1.23 -0.027
C 0.67 -1.82 1.13 -0.757
O 1.10 -0.78 1.73 -0.133
O 1.25 -2.47 0.31 -0.022
H -1.31 -1.64 2.11 0.022
H -1.24 -3.09 1.18 0.032
H -1.34 -1.47 0.39 0.059

=====

x) wins, 0.871 eV ahead of the next structure.

=====

w) 16
Properties=species:S:1:pos:R:3:lowdin_charge:R:1 method="wB97M-V/def2-TZVPD" lumo_ev=4.10 total_charge=-1 homo_ev=-4.40 homo_lumo_gap_ev=8.5028
C 1.05 -1.43 -0.65 -0.343
C 0.05 -1.95 0.50 -0.070
O 2.00 -0.55 -0.17 -0.116
H 1.43 -2.29 -1.19 0.087
H 0.32 -0.92 -1.31 0.090
H 0.42 -2.90 0.85 0.038
H 1.57 0.20 0.32 0.040
H -1.00 -1.93 0.20 0.059
H 0.23 -1.21 1.28 0.058
C -1.11 2.09 -0.51 -0.055
C -0.53 1.48 0.80 -0.768
O -1.41 1.16 1.62 -0.080
O 0.71 1.55 0.95 -0.092
H -1.90 1.53 -1.02 0.050
H -0.32 2.08 -1.27 0.052
H -1.50 3.09 -0.39 0.050

=====

x) 16
Properties=species:S:1:pos:R:3:lowdin_charge:R:1 method="wB97M-V/def2-TZVPD" lumo_ev=4.15 total_charge=-1 homo_ev=-3.94 homo_lumo_gap_ev=8.0910
C -0.25 1.82 -0.93 -0.486
O 0.33 1.08 -1.88 -0.263
C -0.76 1.08 0.28 -0.224
C 0.34 0.31 1.06 -0.170
C -0.06 -1.19 1.23 -0.264
O 0.18 -1.68 2.33 -0.041
H 0.39 2.72 -0.59 0.104
H -1.17 2.19 -1.52 0.104
H -1.08 1.94 0.86 0.090
H -1.50 0.29 -0.02 0.118
H 0.75 0.92 1.84 0.082
H 1.39 0.09 0.57 0.150
H -0.41 -1.79 0.34 0.098
H -0.16 -1.74 -2.20 -0.067
H 0.23 -0.18 -1.53 0.072
O 0.22 -1.46 -1.40 -0.303

=====

y) 16
Properties=species:S:1:pos:R:3:lowdin_charge:R:1 method="wB97M-V/def2-TZVPD" lumo_ev=3.61 total_charge=-1 homo_ev=-3.48 homo_lumo_gap_ev=7.0897
C -0.13 -1.58 -1.30 -0.055
C -0.49 -2.04 0.22 -0.816
O -0.38 -1.09 0.94 -0.072
O -1.03 -3.17 0.22 -0.101
H 0.99 -1.77 -1.46 0.063
H -0.44 -0.54 -1.33 0.029
H -0.57 -2.29 -1.94 0.007
C 0.53 2.72 -0.24 -0.395
C 1.71 2.35 0.53 -0.110
O -0.63 1.98 -0.17 -0.100
H 0.06 3.72 -0.25 0.112
H 0.85 2.55 -1.28 0.104
H 2.18 3.00 1.27 0.046
H -0.69 1.24 0.49 0.093
H 2.76 1.87 0.00 0.148
H 1.42 1.67 1.28 0.047

=====

w) wins, 1.875 eV ahead of the next structure.

=====

w) 17
Properties=species:S:1:pos:R:3:lowdin_charge:R:1 method="wB97M-V/def2-TZVPD" lumo_ev=-4.85 total_charge=+1 homo_ev=-13.97 homo_lumo_gap_ev=9.1294
C 2.11 -0.86 -0.29 0.083
C 1.04 -0.70 0.43 -0.150
C -1.57 -0.83 0.78 0.034
C -0.30 -0.61 -0.10 -0.267
N -0.55 -0.39 -1.37 0.225
N -0.02 2.02 0.16 -0.007
H 3.12 -0.95 0.24 0.122
H 2.15 -0.67 -1.39 0.098
H 0.99 -0.59 1.54 0.141
H -1.60 -0.12 1.53 0.061
H -1.34 -1.76 1.28 0.107
H -2.53 -0.93 0.38 0.082
H -1.48 -0.17 -1.61 0.131
H 0.16 -0.55 -2.06 0.135
H -0.97 2.11 0.56 0.038
H 0.00 2.53 -0.81 0.086
H 0.78 2.46 0.73 0.078

=====

x) 17
Properties=species:S:1:pos:R:3:lowdin_charge:R:1 method="wB97M-V/def2-TZVPD" lumo_ev=-3.44 total_charge=+1 homo_ev=-13.59 smiles="CC/C([NH3+])=C/N" homo_lumo_gap_ev=10.1512
C 0.60 0.53 -2.13 -0.085
C -0.10 1.10 -0.88 -0.192
C -0.03 0.18 0.30 -0.218
C 0.15 0.34 1.61 -0.124
N -0.08 -0.63 2.57 0.067
N -0.65 -1.18 -0.04 0.240
H 1.54 0.01 -1.91 0.084
H 0.80 1.35 -2.81 0.083
H -0.05 -0.16 -2.67 0.074
H 0.42 2.00 -0.56 0.126
H -1.14 1.31 -1.09 0.126
H 0.55 1.31 1.88 0.142
H 0.52 -1.42 2.49 0.099
H -0.10 -0.32 3.52 0.108
H 0.00 -1.72 -0.57 0.156
H -0.92 -1.64 0.84 0.146
H -1.52 -1.07 -0.55 0.167

=====

x) wins, 0.853 eV ahead of the next structure.